Computed, not measured: C4H8O2 in the gas phase, with ωB97M-V/def2-TZVPD.

Values from the calculation:
total charge	0
SMILES	CCC(=O)OC
molar mass	88.11	g mol⁻¹
multiplicity	1
relative energy (zero: lowest compared OMol25 entry of this formula, charge and spin)	38.44	kJ/mol
LUMO energy	0.97	eV
electronic energy	-8372.883	eV

Each line ends with the Mulliken charge.
CARTESIAN COORDINATES (ANGSTROEM)
C: -2.123 -0.289 -0.019  -1.09
C: -1.033 0.556 0.644  -0.17
C: 0.250 0.399 -0.140  0.57
O: 0.335 0.513 -1.341  -0.58
O: 1.286 0.049 0.642  -0.32
C: 2.463 -0.333 -0.070  -0.61
H: -3.093 -0.135 0.461  0.33
H: -2.203 -0.026 -1.077  0.29
H: -1.875 -1.355 0.045  0.32
H: -1.321 1.614 0.639  0.24
H: -0.862 0.257 1.682  0.24
H: 3.214 -0.545 0.691  0.22
H: 2.255 -1.228 -0.661  0.28
H: 2.798 0.465 -0.736  0.28